1.
The following is a DFT calculation (wB97M-V/def2-TZVPD) of the molecule C23H29N5O2.

Last column: natural (NBO) charge in e.
Geometry (Å):
1 O 2.593 -1.422 -2.123  -0.6497
2 O 5.516 2.673 1.868  -0.5985
3 N 5.619 0.431 1.883  -0.4615
4 N -2.953 -1.990 -0.194  -0.2618
5 N 1.266 -1.197 -0.320  -0.6059
6 N -3.222 -0.685 -0.065  -0.2048
7 N 5.345 -0.811 1.392  -0.2572
8 C 3.225 -2.600 -0.123  -0.4797
9 C -0.990 1.941 -2.460  -0.6186
10 C -0.737 2.008 -0.952  -0.0302
11 C 5.011 0.251 -0.769  -0.4916
12 C -4.523 -0.234 0.241  0.1963
13 C -6.428 -0.173 1.678  -0.1970
14 C -1.685 -2.078 -0.539  -0.0401
15 C 4.713 -2.295 -0.354  -0.4346
16 C 5.278 1.621 1.318  0.6599
17 C 0.275 -0.359 -0.972  -0.0684
18 C -4.447 -1.557 2.376  -0.6388
19 C -5.148 -0.644 1.422  -0.0219
20 C 2.344 -1.688 -0.964  0.6824
21 C -1.998 1.546 -0.198  -0.4423
22 C -6.446 1.067 -0.374  -0.2207
23 C 0.450 1.113 -0.559  -0.3898
24 C 5.050 -0.930 0.160  0.2583
25 C -2.127 0.071 -0.316  0.1817
26 C -5.173 0.606 -0.654  -0.2160
27 C 4.535 1.479 0.003  -0.4980
28 C -1.104 -0.803 -0.626  -0.1692
29 C -7.073 0.677 0.796  -0.1990
30 C -0.415 3.452 -0.560  -0.5980
31 H 4.365 0.050 -1.623  0.2595
32 H -4.183 -2.486 1.874  0.2501
33 H 4.657 2.395 -0.575  0.2422
34 H -0.173 3.523 0.498  0.2087
35 H 5.311 -3.038 0.174  0.2319
36 H -1.362 0.963 -2.751  0.2155
37 H -1.727 2.688 -2.750  0.2101
38 H 1.090 -1.450 0.639  0.4006
39 H 3.023 -3.627 -0.434  0.2364
40 H 2.990 -2.503 0.937  0.2126
41 H -4.682 0.879 -1.577  0.2177
42 H -1.234 -3.035 -0.711  0.2117
43 H -8.068 1.030 1.021  0.2154
44 H -1.913 1.815 0.861  0.2240
45 H -1.267 4.099 -0.760  0.2091
46 H 6.014 0.431 2.814  0.4041
47 H -2.879 2.059 -0.588  0.2268
48 H -6.927 -0.478 2.587  0.2117
49 H 4.919 -2.344 -1.424  0.2330
50 H 0.464 -0.469 -2.048  0.2415
51 H -6.948 1.720 -1.071  0.2169
52 H 0.435 3.820 -1.129  0.2120
53 H 1.362 1.501 -1.016  0.2158
54 H -5.078 -1.778 3.233  0.2140
55 H 0.572 1.153 0.528  0.2018
56 H 3.473 1.375 0.250  0.2282
57 H 6.027 0.418 -1.146  0.2294
58 H -3.523 -1.100 2.730  0.2197
59 H -0.072 2.138 -3.009  0.2142

Calculated values
Energy above the lowest of the compared OMol25 structures with the same formula, charge and spin in eV: 0.0000
E in hartree: -1318.1390
SMILES: Cc1ccccc1-n1ncc2c1CC(C)(C)C[C@H]2NC(=O)CCC1=NNC(=O)CC1
HOMO in Eh: -0.32684
LUMO energy in eV: 0.56
Max |F| in eV/Å: 0.91
Kohn-Sham gap in eV: 9.4516

=====

2.
The following is a DFT calculation (wB97M-V/def2-TZVPD) of a 3-piece molecular cluster, C17H32F3NO7S2 overall at a distorted geometry.

Last column: natural (NBO) charge in e.
Geometry (Å):
1 S 4.514 4.394 1.498  2.1713
2 S 4.273 -5.824 -0.142  2.1719
3 F -0.684 -0.286 -1.332  -0.3037
4 F -0.379 -2.412 -0.907  -0.3055
5 F 1.170 -0.947 -0.379  -0.3140
6 O -3.100 -0.330 1.859  -0.3943
7 O 4.794 5.488 2.393  -0.9405
8 O 4.067 -6.090 1.258  -0.9442
9 O -0.758 -1.073 0.777  -0.5241
10 O 5.018 4.391 0.149  -0.9444
11 O -0.286 1.145 0.961  -0.5141
12 O 5.095 -6.687 -0.950  -0.9383
13 N -1.885 0.202 2.368  -0.3806
14 C 2.630 2.568 1.506  -0.4111
15 C 2.382 -4.119 -0.774  -0.4070
16 C -5.042 1.315 -0.877  -0.3881
17 C 2.677 -5.608 -0.923  -0.6742
18 C -5.632 2.603 -2.930  -0.6047
19 C -0.909 0.187 1.314  0.8717
20 C 4.966 2.840 2.282  -0.6774
21 C -4.230 0.186 -0.215  -0.2384
22 C -0.163 -1.158 -0.458  1.1765
23 C 3.699 -3.398 -1.095  -0.4022
24 C -4.570 1.682 -2.273  -0.2149
25 C -5.075 -1.094 -0.046  -0.6077
26 C 2.752 4.087 1.452  -0.6719
27 C 4.816 -4.120 -0.329  -0.6776
28 C -3.834 0.682 1.160  -0.0727
29 C -3.234 2.411 -2.238  -0.6060
30 C 3.647 2.106 2.561  -0.4011
31 H 5.524 3.058 3.189  0.2514
32 H 1.622 2.260 1.754  0.2408
33 H -4.475 0.807 -2.906  0.1957
34 H -3.344 -0.052 -0.787  0.2002
35 H -3.257 3.215 -1.510  0.2003
36 H -5.178 3.496 -3.330  0.2064
37 H -4.467 -1.965 -0.244  0.2145
38 H 3.892 -3.454 -2.168  0.2104
39 H -1.573 -0.486 3.047  0.3762
40 H 2.079 -3.901 0.252  0.2124
41 H -2.398 1.752 -2.032  0.2065
42 H -4.738 0.884 1.724  0.1825
43 H -5.944 -1.090 -0.688  0.2072
44 H -3.050 2.860 -3.204  0.2105
45 H 3.790 1.026 2.538  0.2205
46 H 1.580 -3.806 -1.435  0.2294
47 H 5.595 2.294 1.583  0.2451
48 H 2.783 -5.891 -1.970  0.2395
49 H -5.003 2.221 -0.278  0.1968
50 H 3.658 -2.344 -0.825  0.2254
51 H 4.952 -3.711 0.670  0.2449
52 H 5.762 -4.114 -0.863  0.2530
53 H -3.271 1.608 1.116  0.1969
54 H -6.079 1.016 -0.936  0.2065
55 H 2.316 4.553 2.335  0.2384
56 H 2.883 2.140 0.534  0.2139
57 H -5.415 -1.194 0.975  0.2079
58 H 3.284 2.368 3.556  0.2082
59 H 2.336 4.530 0.551  0.2561
60 H -6.190 2.095 -3.704  0.2126
61 H -6.344 2.937 -2.184  0.2019
62 H 1.950 -6.252 -0.434  0.2554

Calculated values
Energy above the lowest of the compared OMol25 structures with the same formula, charge and spin in eV: 0.2852
E in hartree: -2344.2928
SMILES: CC(C)C[C@H](C)CONC(=O)OC(F)(F)F.O=S1(=O)CCCC1.O=S1(=O)CCCC1
HOMO in Eh: -0.38175
LUMO energy in eV: 0.09
Max |F| in eV/Å: 1.14
Kohn-Sham gap in eV: 10.4795

=====

3.
The following is a DFT calculation (wB97M-V/def2-TZVPD) of the molecule C4H3NO.

Last column: natural (NBO) charge in e.
Geometry (Å):
1 O -1.072 1.337 -0.604  -0.6658
2 N -1.611 -1.710 0.796  -0.5825
3 C 1.102 0.333 -0.069  -0.0666
4 C -0.326 0.334 -0.006  0.0049
5 C -0.975 -0.720 0.454  0.4127
6 C 2.304 0.295 -0.156  -0.1978
7 H -1.753 -2.299 -0.028  0.3768
8 H -1.130 2.086 0.002  0.4812
9 H 3.367 0.258 -0.246  0.2372

Calculated values
Energy above the lowest of the compared OMol25 structures with the same formula, charge and spin in eV: 2.4432
E in hartree: -284.0833
SMILES: C#CC(O)=C=N
HOMO in Eh: -0.31933
LUMO energy in eV: 0.59
Max |F| in eV/Å: 0.70
Kohn-Sham gap in eV: 9.2785

=====

4.
The following is a DFT calculation (wB97M-V/def2-TZVPD) of the molecule Cl2O2S at a distorted geometry.

Last column: natural (NBO) charge in e.
Geometry (Å):
1 Cl 1.011 -2.251 -0.094  -0.2351
2 Cl -2.183 0.419 0.482  0.3156
3 S 0.537 -0.238 -0.476  1.4761
4 O 0.634 0.732 0.802  -0.8266
5 O -1.055 -0.138 -0.667  -0.7299

Calculated values
Energy above the lowest of the compared OMol25 structures with the same formula, charge and spin in eV: 2.0699
E in hartree: -1468.9314
HOMO in Eh: -0.40230
LUMO energy in eV: -1.54
Max |F| in eV/Å: 7.38
Kohn-Sham gap in eV: 9.4024

=====

5.
The following is a DFT calculation (wB97M-V/def2-TZVPD) of C13H22Cl3GeIrNO7PS2Se as an isolated structure.

Last column: natural (NBO) charge in e.
Geometry (Å):
1 Ir 0.576 -2.910 0.283  0.6511
2 Se -0.023 2.650 -0.838  0.2430
3 Ge 2.557 -2.026 -0.640  1.2330
4 Cl 4.349 -1.452 0.406  -0.4037
5 Cl 2.938 -2.421 -2.738  -0.4039
6 Cl 1.838 0.102 -1.038  -0.5182
7 S 2.430 -4.974 0.207  2.2254
8 S 1.948 -3.850 1.874  -0.3389
9 P -1.889 -1.586 0.531  2.5587
10 O 1.101 -4.703 -0.523  -0.8975
11 O 2.688 -6.365 0.397  -0.9184
12 O -2.073 -0.308 -0.383  -0.8505
13 O -0.404 -1.244 1.187  -0.8306
14 O 3.491 -4.211 -0.452  -0.9709
15 O -2.943 -1.755 1.536  -1.1115
16 O -1.440 -2.782 -0.326  -1.1393
17 N 3.591 5.631 -1.208  -0.4268
18 C 3.599 4.451 -1.829  0.0371
19 C 2.518 5.907 -0.468  0.0299
20 C -0.172 -0.652 2.535  0.3079
21 C -0.492 -1.702 3.584  -0.6568
22 C -1.066 0.568 2.660  -0.6593
23 C 1.458 3.827 -0.985  -0.2165
24 C 2.567 3.528 -1.768  -0.2644
25 C -3.391 1.071 -1.775  -0.6186
26 C -3.902 -1.370 -1.646  -0.6616
27 C 1.292 -0.259 2.552  -0.6454
28 C 1.446 5.043 -0.307  -0.2781
29 C -2.798 -0.322 -1.655  0.2856
30 C -1.777 -0.586 -2.750  -0.6402
31 H -2.255 -0.535 -3.731  0.2021
32 H -0.869 1.269 1.848  0.2330
33 H -0.331 -1.271 4.574  0.2114
34 H 1.509 0.464 1.765  0.2400
35 H -3.491 -2.379 -1.583  0.2400
36 H 0.164 -2.567 3.481  0.2210
37 H 1.939 -1.126 2.418  0.2316
38 H -4.469 -1.291 -2.575  0.2117
39 H -1.530 -2.023 3.501  0.2481
40 H -3.942 1.159 -2.714  0.2052
41 H 1.523 0.189 3.521  0.2132
42 H -4.075 1.262 -0.946  0.2139
43 H 0.622 5.316 0.338  0.2205
44 H -4.578 -1.212 -0.805  0.2263
45 H 4.481 4.228 -2.421  0.1916
46 H -2.603 1.822 -1.766  0.2179
47 H 2.637 2.592 -2.306  0.2450
48 H -2.119 0.286 2.658  0.2413
49 H 2.519 6.865 0.041  0.1857
50 H -0.981 0.160 -2.705  0.2309
51 H -0.838 1.065 3.605  0.2131
52 H -1.334 -1.574 -2.622  0.2363

Calculated values
Energy above the lowest of the compared OMol25 structures with the same formula, charge and spin in eV: 1.5189
E in hartree: -8191.3629
HOMO (spin up / spin down) in Eh: -0.21264 / -0.21262
LUMO energy (spin up / spin down) in eV: 1.83 / 0.05
Max |F| in eV/Å: 0.64
Kohn-Sham gap (spin up / spin down) in eV: 7.6127 / 5.8344
Spin multiplicity: 2
Total charge: -1

=====

6.
The following is a DFT calculation (wB97M-V/def2-TZVPD) of a 2-piece molecular cluster, C5H12O overall at a distorted geometry.

Last column: natural (NBO) charge in e.
Geometry (Å):
1 O -2.260 1.310 0.363  -0.5028
2 C -0.255 -0.666 0.433  -0.5110
3 C 2.130 -1.482 -0.075  -0.5996
4 C -1.123 1.120 1.069  -0.0009
5 C 1.027 -0.464 -0.400  -0.4262
6 C -1.988 0.900 -0.945  -0.2765
7 H 1.836 -2.506 -0.331  0.2017
8 H -0.033 -0.875 1.459  0.2008
9 H -0.737 -1.606 0.050  0.2122
10 H -0.276 1.740 0.743  0.1458
11 H -1.368 -0.027 -0.686  0.2189
12 H 2.369 -1.465 0.992  0.2020
13 H -1.367 1.288 2.139  0.1880
14 H -1.301 1.593 -1.455  0.1585
15 H 3.056 -1.265 -0.623  0.2090
16 H -2.935 0.808 -1.485  0.1910
17 H 1.410 0.542 -0.206  0.1926
18 H 0.840 -0.502 -1.486  0.1965

Calculated values
Energy above the lowest of the compared OMol25 structures with the same formula, charge and spin in eV: 3.7257
E in hartree: -272.8117
HOMO in Eh: -0.33065
LUMO energy in eV: 1.14
Max |F| in eV/Å: 2.32
Kohn-Sham gap in eV: 10.1391

=====

> Which of these has the highest energy above the lowest of the compared OMol25 structures with the same formula, charge and spin?

C5H12O